i.
{
  "formula": "C10H20N2O4",
  "method": "ωB97M-V/def2-TZVPD",
  "lumo_ev": 0.03,
  "homo_ev": -9.399,
  "homo_lumo_gap_ev": 9.4,
  "species": ["C", "C", "C", "C", "C", "C", "C", "C", "C", "C", "H", "H", "H", "H", "H", "H", "H", "H", "H", "H", "H", "H", "H", "H", "H", "H", "H", "H", "H", "H", "N", "N", "O", "O", "O", "O"],
  "positions_angstrom": [[-0.26, -1.50, -1.85], [-0.92, -1.00, -0.51], [-0.06, -3.11, -1.86], [-0.18, -3.90, -3.16], [-0.77, 0.82, 1.04], [-2.22, 1.43, 1.24], [0.23, 1.63, 1.86], [1.22, 0.81, 2.83], [0.59, 2.82, 0.81], [1.22, 4.03, 1.41], [1.74, -1.08, -1.46], [1.35, -0.41, -3.00], [-0.88, -1.16, -2.76], [-1.12, -3.17, -1.10], [0.99, -4.23, -0.48], [0.28, -2.97, -4.25], [-1.32, -4.77, -3.69], [0.88, -4.74, -2.56], [-0.04, 0.85, -1.09], [-1.00, -0.13, 1.61], [-0.56, 2.26, 2.55], [1.79, 1.52, 3.31], [1.99, -0.29, 2.42], [0.76, 0.29, 3.71], [1.47, 2.33, 0.28], [-0.30, 2.93, 0.20], [1.21, 4.85, 0.76], [0.35, 4.35, 2.22], [2.33, 3.89, 1.83], [-2.88, -0.23, 0.48], [1.07, -0.72, -2.02], [-0.50, 0.27, -0.32], [-1.91, -1.58, 0.06], [1.17, -3.30, -1.10], [-2.50, 2.59, 1.66], [-3.23, 0.60, 0.92]]
}


ii.
{
  "formula": "C10H20N2O4",
  "method": "ωB97M-V/def2-TZVPD",
  "smiles": "CC(C)C[C@H](N)C(=O)N[C@H](C(=O)O)[C@@H](C)O",
  "lumo_ev": 0.58,
  "homo_ev": -8.904,
  "homo_lumo_gap_ev": 9.5,
  "species": ["C", "C", "C", "C", "C", "N", "C", "O", "N", "C", "C", "O", "O", "C", "C", "O", "H", "H", "H", "H", "H", "H", "H", "H", "H", "H", "H", "H", "H", "H", "H", "H", "H", "H", "H", "H"],
  "positions_angstrom": [[-1.91, 4.17, 0.86], [-0.78, 3.35, 0.35], [-1.24, 2.28, -0.65], [-0.10, 2.52, 1.43], [0.97, 1.54, 0.99], [2.11, 2.07, 0.23], [0.72, 0.13, 0.56], [0.35, -0.71, 1.41], [0.66, -0.23, -0.68], [0.29, -1.58, -1.00], [-1.28, -1.56, -0.59], [-1.72, -1.91, 0.36], [-1.83, -0.92, -1.71], [1.00, -2.77, -0.22], [0.46, -4.13, -0.68], [2.39, -2.66, -0.42], [-1.62, 5.16, 1.30], [-2.47, 4.43, -0.12], [-2.49, 3.58, 1.69], [-0.02, 3.93, -0.17], [-1.72, 2.68, -1.51], [-1.92, 1.58, -0.06], [-0.61, 1.53, -1.11], [0.19, 3.02, 2.41], [-0.75, 1.87, 1.98], [1.48, 1.11, 1.90], [2.95, 1.84, 0.68], [2.12, 2.69, -0.62], [1.16, 0.43, -1.29], [0.48, -1.59, -2.03], [-2.79, -1.06, -1.65], [0.65, -2.72, 0.85], [0.06, -4.11, -1.78], [1.32, -4.80, -0.89], [-0.34, -4.65, -0.06], [2.57, -1.93, 0.26]]
}


Energetically preferred structure: ii | next structure: +0.2607 hartree


i.
{
  "formula": "C5H13N3",
  "method": "ωB97M-V/def2-TZVPD",
  "lumo_ev": 0.67,
  "homo_ev": -6.884,
  "homo_lumo_gap_ev": 7.6,
  "species": ["C", "C", "N", "H", "H", "H", "H", "H", "H", "H", "C", "N", "C", "C", "N", "H", "H", "H", "H", "H", "H"],
  "positions_angstrom": [[-1.08, 0.50, -2.04], [-1.13, 1.50, 0.21], [-0.48, 0.53, -0.70], [-0.41, -0.56, -0.04], [-1.05, 1.48, -2.51], [-0.55, -0.21, -2.67], [-1.02, 2.51, -0.16], [-0.66, 1.43, 1.19], [-2.17, 1.20, 0.31], [-2.12, 0.17, -1.96], [0.46, -1.31, 0.96], [0.97, -0.67, 2.08], [1.00, 0.57, -0.69], [0.12, -2.61, 0.96], [1.60, 1.50, -0.07], [1.17, -1.21, 2.91], [1.44, 0.21, 1.90], [2.61, 1.45, -0.22], [1.41, -0.17, -1.38], [0.10, -3.22, 1.86], [-0.22, -3.09, 0.05]]
}


ii.
{
  "formula": "C5H13N3",
  "method": "ωB97M-V/def2-TZVPD",
  "lumo_ev": [-1.12, -0.74],
  "homo_ev": [-7.505, -7.674],
  "homo_lumo_gap_ev": [6.4, 6.9],
  "species": ["C", "C", "C", "C", "C", "N", "N", "N", "H", "H", "H", "H", "H", "H", "H", "H", "H", "H", "H", "H", "H"],
  "positions_angstrom": [[-0.82, 0.16, 0.61], [-0.17, -1.19, -1.31], [1.41, 1.05, 1.71], [0.69, 2.10, -0.40], [-1.12, -2.40, -1.40], [0.01, -0.85, 0.08], [0.49, 1.07, 0.59], [-1.44, -0.16, 1.77], [-0.83, -0.77, 2.32], [-1.48, 0.67, -0.10], [0.80, -1.47, -1.73], [-0.59, -0.36, -1.91], [1.35, 1.99, 2.26], [-0.04, 1.99, -1.20], [1.13, 0.24, 2.38], [2.44, 0.91, 1.37], [1.70, 2.05, -0.82], [0.56, 3.09, 0.05], [-1.24, -2.70, -2.44], [-0.73, -3.24, -0.83], [-2.10, -2.15, -0.99]]
}


iii.
{
  "formula": "C5H13N3",
  "method": "ωB97M-V/def2-TZVPD",
  "smiles": "C[C@H](N)C/C(N)=C/N",
  "lumo_ev": 0.94,
  "homo_ev": -8.435,
  "homo_lumo_gap_ev": 9.4,
  "species": ["C", "C", "N", "C", "C", "N", "C", "N", "H", "H", "H", "H", "H", "H", "H", "H", "H", "H", "H", "H", "H"],
  "positions_angstrom": [[2.48, -0.85, -1.04], [1.39, -0.33, -0.13], [1.52, -0.97, 1.19], [-0.01, -0.54, -0.77], [-1.04, 0.44, -0.25], [-1.41, 1.51, -1.16], [-1.67, 0.30, 0.91], [-2.74, 1.16, 1.33], [3.46, -0.55, -0.67], [2.40, -0.45, -2.05], [2.48, -1.94, -1.09], [1.46, 0.74, 0.03], [1.99, -1.86, 1.14], [0.62, -1.10, 1.62], [-0.39, -1.57, -0.70], [0.13, -0.27, -1.82], [-0.99, 2.37, -0.80], [-2.40, 1.67, -1.02], [-1.48, -0.51, 1.60], [-2.44, 2.05, 1.68], [-3.34, 0.69, 1.99]]
}


Energetically preferred structure: iii | next structure: +0.1184 hartree